[1]
ORCA calculation (the ωB97M-V functional and the def2-TZVPD basis) on a gas-phase ion, C6H10N (charge +1).

The geometry in XYZ format:
```
17
Properties=species:S:1:pos:R:3:forces:R:3
C 0.99934 -0.31169 1.13990 -0.96 -0.69 -0.48
C 0.89045 0.31631 2.25204 0.78 2.24 4.73
C 1.55573 -1.01555 0.05279 2.30 -1.13 -0.83
C 0.07063 -1.01658 0.21080 -4.62 -0.41 -2.05
C -0.77767 -0.04302 -0.76994 0.12 -0.66 -2.21
C -0.62015 1.39913 -0.60923 -0.09 0.80 0.70
N -1.59460 -0.34984 -1.82978 2.74 -1.51 3.99
H -0.12839 0.41041 2.70654 0.98 0.03 -0.52
H 1.74279 0.77584 2.99755 -1.94 -1.34 -2.47
H 2.04975 -0.57077 -0.78982 -0.07 0.60 -0.33
H 2.09413 -1.94329 0.29241 -0.54 0.13 -0.03
H -0.55374 -1.98479 0.38687 1.56 1.73 0.05
H -1.49560 1.67086 0.02258 0.71 0.10 0.28
H -0.80101 1.97615 -1.50948 0.16 -0.14 -0.35
H 0.33866 1.68939 -0.14937 -0.69 -0.08 0.00
H -1.76296 -1.33639 -1.96665 -0.33 0.03 -0.46
H -2.00734 0.33382 -2.43723 -0.10 0.29 0.00
```
Forces are in eV/Å.

- lowest unoccupied orbital energy (eV) = -4.69
- net charge = +1
- SMILES = C=C1C[C@@H]1C(C)=[NH2+]


[2]
ORCA calculation (the ωB97M-V functional and the def2-TZVPD basis) on a single C7H14O2 molecule.

The geometry in XYZ format:
```
23
Properties=species:S:1:pos:R:3:forces:R:3
C -0.19318 -0.34872 -0.61140 -0.12 -0.24 -0.38
C 0.78761 0.79408 1.58975 -0.04 -0.11 0.03
C 0.51525 0.71111 -1.48226 0.10 0.23 0.11
C 0.60170 -1.67057 -0.66671 0.27 -0.19 0.07
C -1.55793 -0.61812 -1.30125 -0.08 0.09 0.39
C -0.34742 0.09764 0.86568 -1.35 -0.45 0.04
C -1.47993 -0.11612 1.57090 0.94 0.16 -0.57
O 2.05377 0.29215 1.26073 0.36 0.11 -0.26
O 0.78830 2.16651 1.26924 -0.23 0.63 0.63
H 0.90637 2.63014 2.11467 0.01 0.06 -0.61
H 2.38798 0.95703 0.63566 0.15 -0.40 0.20
H 0.67568 0.68322 2.67497 -0.19 -0.19 -0.14
H 1.57995 0.79914 -1.25117 -0.11 0.02 0.05
H 0.05518 1.69810 -1.36314 0.07 -0.14 0.02
H 0.45918 0.45047 -2.54639 -0.08 -0.12 0.23
H 0.63281 -2.07067 -1.68708 -0.12 0.16 0.05
H 1.63914 -1.54742 -0.34216 -0.21 0.08 0.05
H 0.14319 -2.43535 -0.02830 0.00 0.17 -0.09
H -2.09566 -1.45402 -0.84004 0.07 0.15 0.02
H -2.20118 0.26901 -1.27045 0.08 -0.12 0.06
H -1.42235 -0.88593 -2.35650 0.21 0.08 0.24
H -2.35312 -0.61023 1.16144 0.11 0.13 -0.10
H -1.57535 0.20854 2.60382 0.18 -0.08 -0.06
```
Forces are in eV/Å.

- lowest unoccupied orbital energy (eV) = 0.72
- SMILES = C=C(C(O)O)C(C)(C)C


[3]
ORCA calculation (the ωB97M-V functional and the def2-TZVPD basis) on a single C24H28N2O2 molecule.

The geometry in XYZ format:
```
56
Properties=species:S:1:pos:R:3:forces:R:3
C -2.31320 -0.77637 -2.20377 -0.05 0.11 0.03
C -2.02935 0.40178 -1.33907 0.46 -0.23 -0.16
C -0.84159 0.98163 -0.97156 -0.12 -0.14 -0.08
C -1.16192 2.09241 -0.12530 -0.45 -0.16 -0.12
C -2.54295 2.13994 -0.03202 0.43 0.37 0.28
N -3.05214 1.11574 -0.76722 0.20 0.17 -0.07
C -4.44255 0.76994 -0.88831 -0.35 -0.07 0.03
C -4.81838 -0.44006 -0.06225 -0.03 -0.03 0.01
C -5.85394 -1.26806 -0.47588 0.06 0.10 0.01
C -6.21817 -2.36764 0.28039 -0.07 -0.06 0.00
C -5.54663 -2.65404 1.45693 -0.03 -0.07 0.04
C -4.51253 -1.83387 1.87393 0.01 -0.02 0.07
C -4.15104 -0.73101 1.12018 0.00 0.06 -0.06
H -3.34132 -0.09681 1.45059 0.12 0.07 0.01
H -3.98511 -2.05136 2.79087 0.04 -0.02 0.08
H -5.82815 -3.51404 2.04587 -0.02 -0.08 0.05
H -7.02512 -3.00393 -0.05158 -0.06 -0.06 -0.03
H -6.37763 -1.04907 -1.39579 -0.05 0.01 -0.12
H -4.67816 0.58112 -1.94100 -0.01 0.07 0.12
H -5.04023 1.62609 -0.56190 0.11 -0.06 -0.13
C -3.40193 3.08350 0.72820 -0.02 0.02 0.04
H -4.03837 3.65750 0.05383 -0.08 0.07 0.01
H -2.76024 3.78012 1.25950 -0.07 -0.01 -0.01
H -4.03682 2.55696 1.44183 -0.10 -0.01 0.04
C -0.26097 3.04261 0.55242 -0.04 0.25 0.16
O -0.62963 4.13223 0.93099 0.10 0.00 0.01
O 0.99625 2.65156 0.76259 0.16 0.17 -0.07
H 1.16827 1.71741 0.45366 -0.13 -0.10 0.15
C 0.52607 0.55876 -1.40427 -0.24 -0.11 -0.18
N 1.32664 0.19602 -0.23725 -0.02 -0.21 0.12
H 0.86205 -0.54836 0.27466 -0.05 0.11 -0.03
C 2.69619 -0.18118 -0.53923 0.22 0.12 0.14
H 2.75257 -1.12110 -1.11140 0.03 0.08 0.01
C 3.52782 -0.29760 0.74720 -0.02 -0.17 -0.21
C 4.98962 -0.40391 0.38699 -0.05 0.11 0.08
C 5.49427 -1.52932 -0.25358 -0.03 -0.01 0.00
C 6.83406 -1.61164 -0.58758 0.04 -0.08 -0.06
C 7.69183 -0.56752 -0.28747 0.10 0.02 -0.02
C 7.19965 0.55956 0.34695 0.10 0.05 0.00
C 5.85875 0.63910 0.67951 -0.03 -0.01 0.00
H 5.48039 1.52264 1.17335 -0.06 0.09 0.06
H 7.86140 1.37973 0.58395 0.05 0.07 0.02
H 8.73810 -0.63266 -0.54730 0.08 0.00 -0.02
H 7.21021 -2.49459 -1.08398 0.03 -0.06 -0.04
H 4.83913 -2.35343 -0.49493 -0.09 -0.10 -0.01
C 3.08115 -1.47646 1.61499 0.01 0.26 -0.05
H 2.09053 -1.29760 2.02661 -0.13 -0.05 0.07
H 3.05858 -2.40094 1.04202 0.00 -0.13 -0.05
H 3.77249 -1.60626 2.44439 -0.01 -0.05 0.10
H 3.37603 0.62538 1.31560 0.05 -0.02 -0.06
H 3.12409 0.61159 -1.16090 -0.01 -0.08 -0.01
H 0.45566 -0.26581 -2.12980 0.06 0.14 0.04
H 1.03568 1.39268 -1.90168 0.00 -0.11 0.02
H -1.38891 -1.27451 -2.48044 0.03 -0.05 -0.03
H -2.82190 -0.47452 -3.12063 -0.03 -0.07 -0.10
H -2.94859 -1.49234 -1.68189 -0.01 -0.10 -0.05
```
Forces are in eV/Å.

- lowest unoccupied orbital energy (eV) = 0.53
- SMILES = Cc1c(CNC[C@@H](C)c2ccccc2)c(C(=O)O)c(C)n1Cc1ccccc1


Number 1: DFT total energy -7864.54269 eV. Number 2: DFT total energy -11580.31805 eV. Number 3: DFT total energy -32419.08290 eV.